(1)
27
Properties=species:S:1:pos:R:3:nbo_charge:R:1 method="wB97M-V/def2-TZVPD" charge=+1 max_force_ev_per_a=5.5 e_homo_ev=-13.1 lumo_ev=-5.811 smiles="CP(O)[n+]1ncc(P(=O)(O)O)cc1CN"
C 3.03 2.65 0.24 -0.97
P 2.69 0.80 0.61 1.20
O 3.61 -0.05 -0.55 -0.95
N 0.90 0.57 0.29 -0.37
N 0.21 1.71 0.19 -0.17
C -1.18 1.58 -0.04 0.04
C -1.96 0.21 -0.18 -0.39
P -3.82 0.14 -0.50 2.21
O -4.26 -1.33 -0.43 -1.02
O -4.63 0.95 0.79 -0.92
O -4.28 0.81 -2.01 -0.91
C -1.05 -1.07 -0.02 -0.11
C 0.49 -0.80 0.24 0.28
C 1.41 -2.09 0.40 -0.29
N 0.63 -3.34 0.52 -0.84
H 2.21 3.33 0.67 0.28
H 2.98 2.79 -0.91 0.26
H 4.02 3.00 0.69 0.28
H 4.24 -0.60 -0.01 0.52
H -1.80 2.54 -0.11 0.26
H -4.04 0.95 1.58 0.51
H -3.49 1.13 -2.50 0.51
H -1.51 -2.10 -0.08 0.31
H 2.06 -2.14 -0.56 0.24
H 2.15 -1.90 1.26 0.26
H 0.18 -3.60 -0.37 0.38
H 1.21 -4.14 0.83 0.40

(2)
22
Properties=species:S:1:pos:R:3:nbo_charge:R:1 method="wB97M-V/def2-TZVPD" charge=+2 max_force_ev_per_a=7.3 e_homo_ev=-17.2 lumo_ev=-8.059 relative_energy_ev=3.311
C -2.86 -2.55 0.54 -0.06
C -1.74 -2.15 0.22 0.05
N -0.60 -1.62 -0.19 -0.57
C 0.09 -0.47 -0.05 0.76
N -1.01 0.77 0.30 -0.58
C -2.12 0.91 -0.32 0.39
N -3.00 1.84 -0.02 -0.67
N 1.36 -0.27 -0.10 -0.32
C 2.37 -1.32 -0.18 -0.44
C 1.96 1.06 0.02 -0.44
H -3.76 -2.97 0.75 0.27
H 0.05 -2.36 -0.28 0.44
H -0.66 1.28 1.21 0.47
H -2.29 0.44 -1.26 0.26
H -3.85 2.11 -0.60 0.48
H -2.84 2.44 0.74 0.42
H 3.32 -0.90 -0.55 0.28
H 2.66 -1.98 0.66 0.28
H 1.89 -2.05 -0.81 0.22
H 1.20 1.97 0.19 0.24
H 2.70 1.16 0.74 0.26
H 2.54 1.35 -0.90 0.27

What is the charge in the second record?
+2